{"formula": "C31H63BrLaN3OPS3Si", "method": "ωB97M-V/def2-TZVPD", "species": ["La", "S", "C", "C", "N", "C", "S", "C", "N", "C", "C", "C", "C", "N", "H", "H", "H", "H", "H", "H", "H", "H", "H", "C", "S", "C", "O", "H", "H", "H", "H", "H", "H", "C", "C", "C", "C", "Si", "Br", "C", "C", "C", "C", "C", "C", "C", "C", "H", "H", "H", "H", "H", "H", "H", "H", "H", "H", "H", "H", "H", "H", "H", "H", "H", "H", "H", "H", "H", "H", "H", "H", "H", "H", "H", "C", "C", "C", "P", "C", "C", "C", "C", "C", "C", "H", "H", "H", "H", "H", "H", "H", "H", "H", "H", "H", "H", "H", "H", "H", "H", "H", "H", "H", "H", "H"], "xyz": [[-1.0270, -0.2499, -0.4509], [-3.5139, -0.9302, -1.6821], [-4.4901, -1.4782, -0.3227], [-5.9078, -1.5126, -0.6032], [-7.0282, -1.5192, -0.8718], [-4.0644, -1.8473, 0.9130], [-2.4276, -1.8835, 1.5306], [-5.0650, -2.2681, 1.8741], [-5.8335, -2.6142, 2.6588], [2.2336, 1.5623, -0.1648], [1.9014, 0.6883, -1.4099], [2.6842, 1.3313, -2.5860], [2.5079, -0.7143, -1.1942], [0.4759, 0.6110, -1.6453], [3.2077, 1.3049, 0.2717], [1.4698, 1.4460, 0.6084], [2.2564, 2.6209, -0.4432], [3.7126, 1.5907, -2.2943], [2.1685, 2.2438, -2.8993], [2.7355, 0.6518, -3.4417], [3.6052, -0.6896, -1.1478], [2.2049, -1.3614, -2.0211], [2.1481, -1.1580, -0.2557], [-3.3638, 2.9106, -0.9897], [-1.9602, 3.2782, 0.0535], [-0.7698, 3.5989, -1.2412], [-1.5866, 1.9483, 0.6937], [-3.6666, 3.8354, -1.4850], [-4.1634, 2.5498, -0.3448], [-3.0907, 2.1404, -1.7170], [-1.2605, 4.1511, -2.0441], [-0.3762, 2.6192, -1.5831], [0.0330, 4.1959, -0.8089], [3.7830, -3.4667, 4.8928], [2.5858, -3.1422, 3.9835], [1.4303, -4.0924, 4.3383], [2.9709, -3.4695, 2.5280], [2.0426, -1.3198, 4.1964], [0.7396, -0.9104, 2.3801], [3.4736, -0.0518, 4.0571], [2.9711, 1.3676, 3.7216], [4.4296, -0.4571, 2.9210], [4.2780, 0.0225, 5.3670], [0.8832, -1.0214, 5.6844], [1.4780, -1.6089, 6.9757], [0.6638, 0.4858, 5.8926], [-0.5122, -1.6406, 5.4584], [4.0071, -4.5368, 4.8185], [3.5813, -3.2434, 5.9443], [4.6821, -2.9223, 4.5981], [1.7449, -5.1213, 4.1275], [0.5375, -3.8888, 3.7408], [1.1584, -4.0453, 5.3933], [3.2616, -4.5256, 2.4734], [3.8065, -2.8768, 2.1610], [2.1311, -3.3218, 1.8485], [2.2440, 1.3746, 2.9091], [3.8249, 1.9738, 3.3978], [2.5252, 1.8634, 4.5826], [3.9055, -0.5521, 1.9652], [4.9493, -1.3939, 3.1276], [5.1919, 0.3216, 2.8057], [3.6683, 0.3748, 6.2013], [5.1040, 0.7324, 5.2412], [4.7092, -0.9416, 5.6476], [2.4545, -1.1828, 7.2194], [1.5863, -2.6936, 6.9229], [0.8015, -1.3892, 7.8098], [1.5712, 0.9947, 6.2220], [-0.0938, 0.6271, 6.6713], [0.3019, 0.9738, 4.9836], [-0.4917, -2.7282, 5.4247], [-0.9826, -1.2903, 4.5379], [-1.1611, -1.3488, 6.2922], [-1.3600, -1.7310, -4.6542], [-1.0635, -0.3338, -5.2067], [0.4134, -0.0105, -4.9510], [-2.1504, 0.9213, -4.3589], [-3.8238, 0.4881, -5.0797], [-4.9434, 1.2314, -4.3410], [-4.0453, 0.5628, -6.5898], [-1.5773, 2.4960, -5.1815], [-1.3189, 2.5196, -6.6897], [-2.4773, 3.6728, -4.7845], [-0.7398, -2.4735, -5.1665], [-2.4040, -2.0285, -4.7645], [-1.1188, -1.7716, -3.5896], [-1.2722, -0.3268, -6.2792], [0.5707, 0.1105, -3.8746], [0.7414, 0.9039, -5.4503], [1.0458, -0.8307, -5.3085], [-3.9108, -0.5581, -4.7719], [-4.9644, 2.2919, -4.6053], [-4.8185, 1.1384, -3.2599], [-5.9172, 0.8022, -4.5936], [-4.1836, 1.5954, -6.9164], [-4.9548, 0.0141, -6.8541], [-3.2240, 0.1314, -7.1634], [-0.6133, 2.6436, -4.6792], [-2.2512, 2.5247, -7.2539], [-0.7250, 1.6703, -7.0287], [-0.7719, 3.4314, -6.9547], [-3.3566, 3.7222, -5.4309], [-1.9423, 4.6228, -4.8853], [-2.8288, 3.5886, -3.7523]], "mulliken_charge": [1.66, -0.28, 0.15, -0.32, -0.61, 0.55, -0.44, -0.19, -0.56, -1.66, 2.64, -1.86, -1.72, -1.10, 0.45, 0.20, 0.36, 0.48, 0.29, 0.36, 0.41, 0.32, 0.20, -0.38, 0.20, -0.04, -0.52, 0.48, 0.37, -0.37, 0.29, -0.45, 0.38, -1.79, 2.45, -1.98, -1.83, -1.24, -0.31, 2.53, -1.54, -1.99, -1.78, 2.59, -1.74, -1.95, -1.84, 0.52, 0.28, 0.31, 0.60, 0.28, 0.34, 0.54, 0.34, 0.31, 0.04, 0.54, 0.31, 0.18, 0.38, 0.62, 0.29, 0.52, 0.29, 0.28, 0.26, 0.54, 0.31, 0.62, 0.31, 0.30, 0.39, 0.53, -1.48, 0.45, -1.53, 1.04, 0.68, -1.33, -1.75, 0.68, -1.71, -1.71, 0.48, 0.37, 0.05, 0.36, 0.04, 0.29, 0.57, 0.27, 0.27, 0.11, 0.45, 0.28, 0.45, 0.32, 0.18, 0.26, 0.34, 0.46, 0.36, 0.41, 0.24], "relative_energy_kj_mol": 0.00, "homo_lumo_gap_ev": 5.95, "total_energy_ev": -160265.3515, "lumo_ha": 0.07652, "charge": -1}


{"formula": "C31H63NO13", "method": "ωB97M-V/def2-TZVPD", "species": ["C", "C", "C", "N", "O", "C", "O", "O", "C", "C", "C", "C", "C", "C", "C", "H", "H", "H", "H", "H", "H", "H", "H", "H", "H", "H", "H", "H", "C", "O", "C", "C", "O", "C", "H", "H", "H", "H", "H", "H", "H", "H", "H", "H", "C", "O", "C", "C", "O", "C", "H", "H", "H", "H", "H", "H", "H", "H", "H", "H", "C", "O", "C", "C", "O", "C", "H", "H", "H", "H", "H", "H", "H", "H", "H", "H", "C", "O", "C", "C", "O", "C", "H", "H", "H", "H", "H", "H", "H", "H", "H", "H", "C", "O", "C", "C", "O", "C", "H", "H", "H", "H", "H", "H", "H", "H", "H", "H"], "xyz": [[-3.1621, 5.1763, -2.6726], [-2.9973, 3.6917, -2.7980], [-4.2604, 2.8570, -2.8922], [-1.8062, 3.1528, -2.7985], [-1.6788, 2.4218, -1.5505], [-1.0348, 1.2466, -1.7217], [-1.1902, 0.5611, -2.6849], [-0.1984, 0.9822, -0.7111], [-0.5485, -0.2158, 0.0119], [-1.1195, 0.1187, 1.3754], [-0.7590, 1.2485, 2.0938], [-1.3600, 1.4883, 3.3230], [-2.3116, 0.6216, 3.8383], [-2.6414, -0.5275, 3.1293], [-2.0477, -0.7781, 1.9006], [-3.7363, 5.3951, -1.7701], [-2.1665, 5.6051, -2.5744], [-3.6905, 5.6186, -3.5228], [-4.4256, 2.2253, -2.0164], [-5.1171, 3.5307, -2.9621], [-4.2017, 2.2900, -3.8193], [-1.3618, -0.6952, -0.5376], [0.2846, -0.9169, 0.0601], [-0.0161, 1.9259, 1.6928], [-1.0947, 2.3763, 3.8855], [-2.8072, 0.8022, 4.7840], [-3.3568, -1.2468, 3.5091], [-2.3087, -1.6674, 1.3366], [-0.2882, -2.2501, 6.4142], [0.0027, -2.4887, 5.0501], [0.8471, -1.4957, 4.4824], [2.2727, -1.9795, 4.3594], [2.8790, -2.1642, 5.6334], [2.9373, -3.5238, 6.0232], [-0.7535, -3.1482, 6.8186], [0.6160, -2.0334, 6.9885], [-0.9911, -1.4147, 6.5112], [0.8000, -0.5681, 5.0607], [0.4625, -1.2862, 3.4788], [2.8553, -1.2139, 3.8371], [2.3187, -2.8985, 3.7684], [3.6982, -4.0551, 5.4402], [1.9720, -4.0211, 5.9014], [3.2183, -3.5572, 7.0751], [2.8671, -3.9066, 0.2852], [3.2279, -2.8367, 1.1442], [4.5677, -2.9432, 1.6098], [5.4872, -2.0062, 0.8584], [5.6240, -2.3890, -0.5031], [4.8476, -1.5872, -1.3790], [1.9222, -3.6485, -0.1913], [3.6184, -4.0719, -0.4901], [2.7299, -4.8265, 0.8631], [4.9234, -3.9758, 1.5406], [4.5646, -2.6592, 2.6674], [6.4832, -2.0607, 1.3088], [5.1374, -0.9729, 0.9385], [5.2943, -0.5926, -1.4794], [3.8166, -1.4911, -1.0316], [4.8447, -2.0683, -2.3559], [9.0981, -5.3743, 1.8449], [8.3853, -5.5158, 0.6303], [8.1728, -4.2761, -0.0373], [9.1345, -4.0943, -1.1893], [10.4749, -3.9479, -0.7382], [11.2401, -5.1299, -0.8858], [9.3962, -6.3684, 2.1754], [9.9945, -4.7622, 1.7183], [8.4561, -4.9264, 2.6121], [8.2472, -3.4397, 0.6639], [7.1549, -4.2942, -0.4312], [8.8734, -3.1729, -1.7187], [9.0503, -4.9258, -1.8952], [11.4785, -5.2996, -1.9415], [10.7183, -6.0021, -0.4849], [12.1706, -4.9950, -0.3358], [-3.5451, -1.1941, -2.8155], [-4.3534, -2.3477, -2.6373], [-5.7313, -2.0418, -2.4984], [-6.4921, -2.3020, -3.7803], [-6.1037, -1.4042, -4.8093], [-5.2208, -1.9891, -5.7508], [-2.5532, -1.5174, -3.1189], [-3.9490, -0.5338, -3.5859], [-3.4627, -0.6450, -1.8706], [-5.8693, -1.0056, -2.1735], [-6.1278, -2.6968, -1.7154], [-7.5584, -2.1351, -3.5957], [-6.3633, -3.3405, -4.0995], [-5.7617, -2.6928, -6.3927], [-4.3915, -2.5043, -5.2609], [-4.8184, -1.1895, -6.3710], [-7.9564, 7.5924, -1.2769], [-7.4391, 8.7496, -0.6448], [-6.0897, 8.6005, -0.2305], [-5.1350, 9.2904, -1.1805], [-5.1130, 8.6578, -2.4521], [-5.8656, 9.3581, -3.4280], [-8.9034, 7.8617, -1.7418], [-7.2796, 7.2176, -2.0488], [-8.1386, 6.8055, -0.5371], [-5.8305, 7.5425, -0.1243], [-6.0036, 9.0691, 0.7548], [-4.1224, 9.2199, -0.7704], [-5.3863, 10.3504, -1.2776], [-5.3404, 10.2704, -3.7298], [-6.8624, 9.6143, -3.0622], [-5.9672, 8.7107, -4.2979]], "mulliken_charge": [-1.27, 1.01, -0.97, -0.76, 0.02, 0.58, -0.50, -0.35, -0.53, 0.72, -0.38, -0.57, -0.48, -0.59, -0.37, 0.30, 0.40, 0.35, 0.27, 0.36, 0.28, 0.02, 0.32, 0.48, 0.40, 0.45, 0.39, 0.40, -0.76, -0.40, 0.01, -0.26, -0.44, -0.68, 0.26, 0.34, 0.28, 0.38, -0.10, 0.27, 0.27, 0.28, 0.30, 0.25, -0.91, 0.02, -0.37, -0.83, -0.24, -0.70, 0.20, 0.36, 0.30, 0.35, 0.25, 0.48, 0.35, 0.30, 0.20, 0.25, -0.72, -0.44, 0.11, -0.64, -0.40, -0.71, 0.26, 0.32, 0.29, 0.16, 0.20, 0.33, 0.36, 0.31, 0.31, 0.24, -0.54, -0.43, -0.46, -0.50, -0.37, -0.75, 0.30, 0.36, 0.14, 0.24, 0.39, 0.37, 0.33, 0.33, 0.32, 0.25, -0.68, -0.37, -0.47, -0.49, -0.28, -0.80, 0.25, 0.27, 0.32, 0.27, 0.37, 0.36, 0.36, 0.29, 0.36, 0.24], "homo_lumo_gap_ev": 8.52, "total_energy_ev": -61266.4798, "lumo_ha": -0.00373, "charge": 0}


{"formula": "C31H63NO7PS", "method": "ωB97M-V/def2-TZVPD", "species": ["C", "C", "C", "C", "C", "C", "C", "C", "C", "C", "C", "C", "C", "C", "C", "C", "C", "C", "C", "O", "C", "O", "S", "O", "O", "O", "C", "P", "C", "O", "H", "H", "H", "H", "H", "H", "H", "H", "H", "H", "H", "H", "H", "H", "H", "H", "H", "H", "H", "H", "H", "H", "H", "H", "H", "H", "H", "H", "H", "H", "H", "H", "H", "H", "H", "H", "H", "H", "H", "H", "H", "H", "H", "H", "H", "C", "C", "C", "C", "C", "C", "N", "O", "C", "C", "C", "H", "H", "H", "H", "H", "H", "H", "H", "H", "H", "H", "H", "H", "H", "H", "H", "H", "H"], "xyz": [[-2.8366, -5.1597, 0.1273], [-1.4980, -5.7699, 0.7183], [-0.3517, -5.7166, -0.3770], [0.9072, -4.8710, 0.1140], [0.6157, -3.3842, -0.2826], [1.5447, -2.3267, 0.4089], [1.4184, -0.9618, -0.3806], [1.2473, 0.3056, 0.5218], [2.5947, 1.0644, 0.7948], [3.4432, 0.4008, 1.9517], [3.2688, 1.1341, 3.3507], [2.3871, 0.3178, 4.3765], [3.1019, -0.0324, 5.7363], [3.5532, -1.5426, 5.7731], [5.0066, -1.7186, 6.3925], [6.0973, -0.8951, 5.6085], [6.0043, -1.1462, 4.0616], [7.4045, -1.5665, 3.4177], [7.0451, -2.1513, 1.9884], [6.7464, -3.5440, 2.0474], [5.4560, -3.8371, 1.5322], [0.6683, 0.1147, 1.8667], [-0.2438, 1.4780, 2.1914], [0.4907, 2.6193, 2.7985], [-1.4320, 1.2445, 3.0568], [-0.5953, 2.0747, 0.6524], [0.0810, 1.1094, -0.1843], [0.3010, 1.7235, -1.9521], [-1.0509, 0.7849, -2.9156], [1.8352, 1.2969, -2.5754], [-2.7098, -4.7549, -0.9058], [-3.6551, -5.9163, 0.0743], [-3.1868, -4.3328, 0.7860], [-1.1743, -5.1716, 1.6043], [-1.7171, -6.8183, 1.0075], [-0.0146, -6.7762, -0.5356], [-0.7237, -5.3760, -1.3718], [0.9400, -5.0271, 1.2196], [1.7818, -5.3174, -0.4122], [0.7106, -3.2770, -1.3908], [-0.4457, -3.1781, 0.0160], [2.5969, -2.6902, 0.2602], [1.3912, -2.2291, 1.5051], [0.5972, -1.0876, -1.1264], [2.3501, -0.8008, -0.9747], [2.4246, 2.1476, 1.0174], [3.2364, 1.0272, -0.1234], [3.1650, -0.6812, 2.0356], [4.5379, 0.3996, 1.7130], [4.2609, 1.3177, 3.8399], [2.8387, 2.1526, 3.1812], [1.4200, 0.8654, 4.5173], [2.0972, -0.6379, 3.8637], [3.9249, 0.6974, 5.8921], [2.3378, 0.1143, 6.5408], [3.4452, -2.0723, 4.8014], [2.8743, -2.0746, 6.4903], [4.9344, -1.4432, 7.4699], [5.3039, -2.7971, 6.3173], [6.0010, 0.1751, 5.8892], [7.0910, -1.2950, 5.9358], [5.6977, -0.2201, 3.5147], [5.2983, -1.9645, 3.7799], [7.8320, -2.3346, 4.0973], [8.0043, -0.6336, 3.3387], [7.8750, -1.9084, 1.2851], [6.1199, -1.5961, 1.6760], [5.4450, -4.9202, 1.2684], [5.2026, -3.2756, 0.6000], [4.6303, -3.6710, 2.2663], [-0.7024, 0.2960, -0.2574], [-0.8849, 0.8555, -4.0086], [-1.0170, -0.2682, -2.5267], [-2.0086, 1.2220, -2.5608], [1.6869, 0.9405, -3.4613], [-7.3953, 5.4254, -3.9870], [-7.0883, 4.2767, -4.9709], [-7.4965, 2.9234, -4.3619], [-6.5209, 2.3952, -3.3195], [-5.1103, 2.3531, -3.8993], [-4.6552, 3.7135, -4.4464], [-5.6537, 4.3292, -5.3685], [-5.5419, 3.7184, -6.5382], [-4.3586, 4.6571, -3.2593], [-3.2811, 3.5334, -5.1203], [-8.0455, 4.5578, -6.1470], [-6.7639, 5.4476, -3.1031], [-7.2948, 6.3945, -4.4811], [-8.4217, 5.3500, -3.6208], [-7.5795, 2.1756, -5.1590], [-8.4933, 3.0004, -3.9192], [-6.5564, 3.0111, -2.4158], [-6.8191, 1.3884, -3.0163], [-4.4150, 2.0058, -3.1296], [-5.0846, 1.6016, -4.6967], [-4.2219, 5.6865, -3.5954], [-3.4395, 4.3582, -2.7498], [-5.1250, 4.6401, -2.4858], [-3.2982, 2.7921, -5.9205], [-2.5379, 3.1850, -4.4000], [-2.9187, 4.4770, -5.5344], [-7.7786, 5.4808, -6.6656], [-9.0689, 4.6674, -5.7814], [-8.0588, 3.7463, -6.8755]], "mulliken_spin": [0.00, 0.00, 0.00, 0.00, 0.00, 0.00, 0.00, 0.00, 0.00, 0.00, 0.00, 0.00, 0.00, 0.00, 0.00, 0.00, 0.00, 0.00, 0.00, 0.00, 0.00, 0.00, 0.00, 0.00, 0.00, 0.00, 0.00, 0.00, 0.00, 0.00, 0.00, 0.00, 0.00, 0.00, 0.00, 0.00, 0.00, 0.00, 0.00, 0.00, 0.00, 0.00, 0.00, 0.00, 0.00, 0.00, 0.00, 0.00, 0.00, 0.00, 0.00, 0.00, 0.00, 0.00, 0.00, 0.00, 0.00, 0.00, 0.00, 0.00, 0.00, 0.00, 0.00, 0.00, 0.00, 0.00, 0.00, 0.00, 0.00, 0.00, 0.00, 0.00, 0.00, 0.00, 0.00, 0.01, 0.02, 0.02, -0.02, 0.02, 0.02, 0.31, 0.60, 0.03, -0.01, -0.01, 0.00, -0.01, 0.00, 0.00, 0.00, 0.00, 0.00, 0.00, 0.00, -0.01, 0.00, 0.00, 0.00, 0.00, 0.00, 0.00, 0.00, 0.00], "homo_lumo_gap_ev": [8.92, 8.79], "total_energy_ev": -69109.0233, "s_squared": 0.754, "lumo_ha": [0.00518, 0.00031], "multiplicity": 2, "charge": 0}


Question: Number 3 is which compound?
Answer: C31H63NO7PS


Question: What is the charge in the second record?
Answer: 0